No. 1
A cluster of 2 separate species, C18H25F9N3O3S in total, computed with ωB97M-V with the def2-TZVPD basis set.

Total charge = +1
DFT total energy = -2387.34044 Ha

Element x y z (Å)
1 C -0.1489 -2.3772 2.8797
2 C -1.6908 -2.5462 2.3993
3 N -2.0288 -1.7573 1.1767
4 C -1.5429 -0.3783 1.2247
5 C -2.2655 0.7908 2.0002
6 C -3.6540 0.3896 2.7333
7 C -4.8642 1.1842 2.0060
8 C -5.5446 0.3201 0.8055
9 F -6.0287 1.3161 -0.1160
10 F -4.4948 -0.4489 0.2453
11 C -6.7199 -0.5298 1.4830
12 F -6.4102 -1.0203 2.7806
13 F -7.8016 0.3928 1.6831
14 S -7.4038 -1.9458 0.4615
15 F -7.9853 -2.6441 1.8951
16 F -8.8791 -1.1455 0.2949
17 F -6.9512 -1.2706 -0.9910
18 F -6.0232 -2.8658 0.6040
19 F -8.0823 -3.2089 -0.4093
20 C -1.6648 2.2152 2.0383
21 C -0.3435 2.5387 1.2649
22 C 0.3105 1.3852 0.4817
23 C -0.2166 -0.0750 0.4405
24 C 0.7020 -1.0271 -0.4274
25 O 0.6544 -2.2628 -0.6388
26 N 1.6676 -0.0510 -1.0030
27 C 1.6007 1.3215 -0.4395
28 O 2.3810 2.2852 -0.6639
29 H 0.4842 -2.4471 1.9280
30 H 0.0183 -1.3924 3.4396
31 H 0.1484 -3.2154 3.6049
32 H -1.9863 -3.6576 2.2859
33 H -2.3333 -2.1484 3.2684
34 H -1.6951 -2.2232 0.3096
35 H -3.5631 0.7720 3.8207
36 H -3.8119 -0.7382 2.7854
37 H -4.3894 2.1343 1.5501
38 H -5.6628 1.5535 2.7330
39 H -2.2268 3.0182 2.6122
40 H 0.1155 3.5766 1.2500
41 H 2.5936 -0.4996 -0.9629
42 C 6.2106 2.5463 -3.1553
43 C 6.5588 1.5649 -2.0458
44 C 7.4385 0.4035 -2.5235
45 O 6.6426 -0.5340 -3.2464
46 C 6.7753 -0.4459 -4.6664
47 N 5.2817 0.9671 -1.5364
48 H 5.5499 2.1063 -3.9059
49 H 5.6978 3.4213 -2.7452
50 H 7.1137 2.8975 -3.6580
51 H 7.0285 2.0936 -1.2132
52 H 7.8151 -0.1322 -1.6447
53 H 8.3097 0.7471 -3.0869
54 H 7.7677 -0.1060 -4.9738
55 H 6.0111 0.2225 -5.0666
56 H 6.6066 -1.4406 -5.0849
57 H 4.5243 1.6495 -1.4200
58 H 5.4229 0.4748 -0.6495
59 H 4.9828 0.2466 -2.2120

Cartesian forces (eV/Å) of the 3 atoms listed first:
C -0.436 -0.557 -0.289
C 0.193 -0.088 1.878
N 0.839 1.294 0.259

No. 2
A structure of composition H10LiO5, computed with ωB97M-V with the def2-TZVPD basis set.

Total charge = +1
DFT total energy = -389.57231 Ha

Element x y z (Å)
1 Li 0.1063 0.2310 0.0641
2 O -1.1277 1.7747 -0.4578
3 H -1.8623 1.1977 -0.3905
4 H -1.0514 1.7165 -1.4092
5 O -0.9416 -1.0661 -1.4951
6 H -1.9005 -1.0238 -1.4051
7 H -0.9383 -0.9972 -2.4658
8 O -1.2076 -0.3007 1.7821
9 H -0.9246 -0.9179 2.4705
10 H -1.9022 0.0927 2.5143
11 O 1.7076 1.0453 -0.9694
12 H 2.5971 0.8673 -0.5261
13 H 1.9001 1.9484 -1.2631
14 O 1.5390 -1.3160 0.9774
15 H 1.9846 -2.2395 0.8694
16 H 2.0215 -1.0124 1.7042

Cartesian forces (eV/Å) of the 3 atoms listed first:
Li 0.176 -0.284 -0.058
O 0.928 0.126 -0.199
H -1.725 -0.735 0.957

No. 3
An isolated molecule of C5H10O2, computed with ωB97M-V with the def2-TZVPD basis set.

DFT total energy = -346.93028 Ha
SMILES string = OCCC1COC1

Element x y z (Å)
1 O 1.7850 -0.3567 1.3575
2 C 1.8939 -0.3983 -0.0751
3 C 0.4892 -0.7877 -0.4857
4 C -0.5235 0.3555 -0.4778
5 C -1.9769 -0.1276 -0.4537
6 O -2.2676 0.5849 0.7507
7 C -0.9069 1.0289 0.8625
8 H 2.2675 0.3696 1.7664
9 H 2.6195 -1.1694 -0.3758
10 H 2.2243 0.5315 -0.5719
11 H 0.2365 -1.4967 0.3193
12 H 0.4553 -1.2980 -1.4609
13 H -0.3426 1.0892 -1.2760
14 H -2.0566 -1.2185 -0.3332
15 H -2.6154 0.2000 -1.2786
16 H -0.8388 2.1267 0.9018
17 H -0.4326 0.6068 1.7509

Cartesian forces (eV/Å) of the 3 atoms listed first:
O 0.598 0.455 0.018
C 0.004 -0.074 -0.177
C -0.038 0.025 0.041

No. 4
A cluster of 2 separate species, CH6N2S2 in total, computed with ωB97M-V with the def2-TZVPD basis set.

Total charge = +1
DFT total energy = -947.18702 Ha
2S+1 = 2

Element x y z (Å)
1 S 0.6227 -0.8517 -1.3140
2 S -0.6120 0.4863 -2.1296
3 H 0.4507 -0.2797 -0.0798
4 H -0.3910 1.3353 -1.1311
5 N -0.7638 0.9132 1.7471
6 C -0.1592 0.1081 2.7138
7 N 1.0576 -0.4235 2.6715
8 H -0.2777 1.8071 1.5121
9 H -1.0655 0.4219 0.8975
10 H -0.8949 -0.1856 3.5846
11 H 0.9056 -1.3294 3.1011

Cartesian forces (eV/Å) of the 3 atoms listed first:
S -0.298 0.075 0.329
S 0.238 -0.294 -0.483
H 0.652 -0.372 0.093